Computed, not measured: 5 unconnected molecules or ions with the total composition C29H33BrO22S4, with ωB97M-V/def2-TZVPD.

The calculation puts the HOMO-LUMO gap at 8.314 eV. The SMILES is CCc1c(CCOC=O)ccc2c1C(=O)c1cc(CC(=O)Br)cc(O)c1C2=O.O=S1(=O)OCCO1.O=S1(=O)OCCO1.O=S1(=O)OCCO1.O=S1(=O)OCCO1. Its total energy is -189033.4045 eV.

Geometry as XYZ:
```
89
C29H33BrO22S4 (ωB97M-V/def2-TZVPD)
C -0.95 -0.13 3.40
C -0.81 -1.25 2.34
C 0.20 -0.95 1.27
C -0.23 -0.74 -0.04
C -1.68 -0.90 -0.44
C -1.97 -2.38 -0.75
O -0.85 -3.00 -1.42
C -0.22 -3.97 -0.70
O 0.93 -3.92 -0.41
C 0.68 -0.42 -1.05
C 2.03 -0.32 -0.80
C 2.48 -0.55 0.49
C 1.59 -0.85 1.53
C 2.15 -1.07 2.89
O 1.52 -1.57 3.80
C 3.56 -0.64 3.16
C 3.99 -0.57 4.48
C 5.29 -0.19 4.77
C 5.84 -0.11 6.18
C 4.93 -0.73 7.21
O 4.98 -1.86 7.57
Br 3.60 0.47 7.97
C 6.16 0.11 3.72
C 5.75 0.04 2.40
O 6.65 0.39 1.43
C 4.43 -0.34 2.11
C 3.95 -0.49 0.72
O 4.72 -0.60 -0.22
H -0.62 -0.49 4.37
H -0.36 0.75 3.16
H -2.00 0.15 3.52
H -0.54 -2.17 2.84
H -1.80 -1.41 1.92
H -2.33 -0.59 0.37
H -1.90 -0.29 -1.31
H -2.82 -2.48 -1.43
H -2.19 -2.90 0.18
H -0.84 -4.84 -0.44
H 0.31 -0.27 -2.06
H 2.72 -0.07 -1.59
H 3.29 -0.81 5.26
H 6.77 -0.67 6.23
H 6.03 0.92 6.46
H 7.18 0.42 3.92
H 6.84 -0.40 0.90
O -2.08 1.99 -0.22
S -1.19 3.00 -0.66
O 0.20 2.94 -0.39
O -1.79 4.41 -0.20
C -1.99 5.27 -1.33
C -2.28 4.31 -2.47
O -1.38 3.21 -2.24
H -1.08 5.84 -1.51
H -2.82 5.94 -1.13
H -2.08 4.75 -3.45
H -3.30 3.94 -2.44
O 7.10 -4.87 -2.93
S 5.93 -4.51 -3.65
O 5.32 -5.43 -4.55
O 6.21 -3.13 -4.41
C 5.23 -2.15 -4.03
C 4.83 -2.53 -2.62
O 4.81 -3.97 -2.65
H 4.38 -2.23 -4.72
H 5.66 -1.16 -4.09
H 3.86 -2.16 -2.33
H 5.58 -2.21 -1.89
O -3.76 -2.47 1.82
S -4.76 -1.64 2.38
O -5.05 -1.67 3.76
O -6.10 -1.82 1.53
C -6.54 -0.56 1.00
C -5.26 0.23 0.81
O -4.47 -0.12 1.96
H -7.20 -0.09 1.72
H -7.07 -0.73 0.07
H -5.42 1.30 0.80
H -4.72 -0.07 -0.09
O -6.38 5.34 -3.46
S -6.29 3.94 -3.67
O -6.52 3.02 -2.62
O -4.88 3.63 -4.35
C -5.06 2.94 -5.60
C -6.40 3.44 -6.10
O -7.20 3.52 -4.91
H -5.07 1.87 -5.41
H -4.24 3.19 -6.27
H -6.87 2.76 -6.80
H -6.33 4.43 -6.54
```

Atom-resolved charges from Löwdin, all expressed in e: number 1, C, carries -0.05; number 2, C, carries -0.16; number 3, C, carries -0.08; number 4, C, carries -0.15; number 5, C, carries -0.12; number 6, C, carries -0.14; number 7, O, carries -0.05; number 8, C, carries -0.34; number 9, O, carries 0.11; number 10, C, carries -0.01; number 11, C, carries 0.00; number 12, C, carries -0.07; number 13, C, carries -0.01; number 14, C, carries -0.24; number 15, O, carries 0.11; number 16, C, carries -0.05; number 17, C, carries 0.04; number 18, C, carries -0.18; number 19, C, carries -0.14; number 20, C, carries -0.81; number 21, O, carries 0.07; number 22, Br, carries 0.71; number 23, C, carries 0.05; number 24, C, carries -0.23; number 25, O, carries 0.06; number 26, C, carries -0.01; number 27, C, carries -0.25; number 28, O, carries 0.09; number 29, H, carries 0.07; number 30, H, carries 0.08; number 31, H, carries 0.06; number 32, H, carries 0.12; number 33, H, carries 0.05; number 34, H, carries 0.08; number 35, H, carries 0.11; number 36, H, carries 0.13; number 37, H, carries 0.10; number 38, H, carries 0.15; number 39, H, carries 0.13; number 40, H, carries 0.12; number 41, H, carries 0.11; number 42, H, carries 0.13; number 43, H, carries 0.12; number 44, H, carries 0.13; number 45, H, carries 0.11; number 46, O, carries -0.22; number 47, S, carries 0.60; number 48, O, carries -0.20; number 49, O, carries -0.18; number 50, C, carries -0.15; number 51, C, carries -0.16; number 52, O, carries -0.19; number 53, H, carries 0.14; number 54, H, carries 0.14; number 55, H, carries 0.14; number 56, H, carries 0.11; number 57, O, carries -0.22; number 58, S, carries 0.59; number 59, O, carries -0.22; number 60, O, carries -0.19; number 61, C, carries -0.16; number 62, C, carries -0.16; number 63, O, carries -0.18; number 64, H, carries 0.13; number 65, H, carries 0.13; number 66, H, carries 0.12; number 67, H, carries 0.12; number 68, O, carries -0.23; number 69, S, carries 0.60; number 70, O, carries -0.20; number 71, O, carries -0.18; number 72, C, carries -0.15; number 73, C, carries -0.15; number 74, O, carries -0.20; number 75, H, carries 0.14; number 76, H, carries 0.14; number 77, H, carries 0.14; number 78, H, carries 0.13; number 79, O, carries -0.21; number 80, S, carries 0.59; number 81, O, carries -0.22; number 82, O, carries -0.22; number 83, C, carries -0.15; number 84, C, carries -0.15; number 85, O, carries -0.18; number 86, H, carries 0.14; number 87, H, carries 0.14; number 88, H, carries 0.14; number 89, H, carries 0.14

***

Computed, not measured: 2 unconnected molecules or ions with the total composition C10H12NS at a distorted geometry, with ωB97M-V/def2-TZVPD.

The calculation puts the HOMO-LUMO gap at 6.921 eV. Its total charge is +1. For the energy relative to the best compared isomer or geometry (same formula, charge and spin), the calculation gives 4.446 eV. Its total energy is -22878.9345 eV.

Geometry as XYZ:
```
24
C10H12NS (ωB97M-V/def2-TZVPD)
C -2.23 -2.41 -0.72
C -1.32 -1.74 -1.55
C -2.66 -1.82 0.47
C -0.88 -0.43 -1.26
C -2.30 -0.47 0.66
C -1.49 0.24 -0.24
C 3.88 0.63 0.00
C -0.61 1.87 1.44
C -0.95 1.48 0.15
C 2.63 0.51 0.25
N 1.50 0.17 0.75
S 4.80 1.57 -1.32
H -2.23 -3.36 -1.11
H -0.97 -2.40 -2.32
H -3.23 -2.31 1.23
H -0.23 0.13 -1.83
H -2.72 0.02 1.51
H 4.63 0.27 0.74
H -0.16 2.76 1.61
H -1.03 1.44 2.27
H -0.41 2.04 -0.63
H 1.02 -0.69 0.55
H 3.83 1.78 -2.09
H 1.13 0.76 1.43
```

Atom-resolved charges from Löwdin, all expressed in e: number 1, C, carries -0.05; number 2, C, carries -0.04; number 3, C, carries -0.03; number 4, C, carries -0.06; number 5, C, carries -0.02; number 6, C, carries -0.30; number 7, C, carries -0.34; number 8, C, carries 0.02; number 9, C, carries -0.10; number 10, C, carries -0.04; number 11, N, carries 0.26; number 12, S, carries 0.85; number 13, H, carries 0.08; number 14, H, carries 0.10; number 15, H, carries 0.11; number 16, H, carries 0.09; number 17, H, carries 0.11; number 18, H, carries 0.12; number 19, H, carries 0.04; number 20, H, carries 0.04; number 21, H, carries 0.13; number 22, H, carries 0.15; number 23, H, carries -0.19; number 24, H, carries 0.08

***

Computed, not measured: a molecular structure, CBr4S, with ωB97M-V/def2-TZVPD.

The calculation puts the HOMO-LUMO gap (alpha / beta) at 7.373 / 6.202 eV. The spin multiplicity is 3. Its total energy is -292039.2346 eV.

Geometry as XYZ:
```
6
CBr4S (ωB97M-V/def2-TZVPD)
C 0.30 -0.19 -0.53
S 0.64 1.46 -0.08
Br -0.13 -1.49 2.26
Br -1.34 -0.76 -1.28
Br 1.78 -1.16 -1.08
Br -1.24 2.13 0.71
```

Atom-resolved charges from Löwdin, all expressed in e: number 1, C, carries -1.84; number 2, S, carries 0.26; number 3, Br, carries 0.13; number 4, Br, carries 0.58; number 5, Br, carries 0.63; number 6, Br, carries 0.24

***

Computed, not measured: C5H8 in the gas phase, with ωB97M-V/def2-TZVPD.

The calculation puts the HOMO-LUMO gap at 10.179 eV. The SMILES is C1=CCCC1. For the energy relative to the best compared isomer or geometry (same formula, charge and spin), the calculation gives 0.290 eV. Its total energy is -5313.8773 eV.

Geometry as XYZ:
```
13
C5H8 (ωB97M-V/def2-TZVPD)
C -0.79 0.08 -1.08
C -1.19 -0.60 -0.01
C -0.30 -0.35 1.18
C 1.01 0.09 0.50
C 0.58 0.68 -0.91
H -1.43 0.24 -1.95
H -2.05 -1.25 0.02
H -0.74 0.45 1.80
H -0.19 -1.23 1.84
H 1.65 0.72 1.13
H 1.57 -0.83 0.29
H 0.57 1.76 -1.16
H 1.29 0.26 -1.64
```

Atom-resolved charges from Löwdin, all expressed in e: number 1, C, carries -0.12; number 2, C, carries -0.12; number 3, C, carries -0.21; number 4, C, carries -0.18; number 5, C, carries -0.18; number 6, H, carries 0.10; number 7, H, carries 0.09; number 8, H, carries 0.11; number 9, H, carries 0.10; number 10, H, carries 0.10; number 11, H, carries 0.11; number 12, H, carries 0.10; number 13, H, carries 0.10

***

Computed, not measured: 13 unconnected molecules or ions with the total composition H24O16S at a distorted geometry, with ωB97M-V/def2-TZVPD.

The calculation puts the HOMO-LUMO gap at 5.974 eV. Its total charge is -2. For the energy relative to the best compared isomer or geometry (same formula, charge and spin), the calculation gives 3.481 eV. Its total energy is -43987.1449 eV.

Geometry as XYZ:
```
41
H24O16S (ωB97M-V/def2-TZVPD)
S 0.16 0.31 -0.27
O 1.01 0.79 -1.35
O -0.96 1.22 0.08
O -0.48 -0.97 -0.61
O 0.86 0.08 0.99
O -1.86 -1.77 -4.03
H -1.44 -1.72 -3.17
H -1.38 -1.12 -4.56
O -0.43 -5.16 -1.52
H -1.29 -5.43 -1.84
H -0.55 -4.25 -1.25
O 5.20 -0.72 1.06
H 5.02 0.16 0.73
H 4.35 -1.06 1.32
O -3.18 -3.09 1.37
H -3.69 -2.60 2.02
H -2.83 -2.42 0.78
O 1.32 0.23 5.19
H 1.19 0.29 4.24
H 1.85 1.00 5.41
O -0.89 3.50 3.67
H -0.92 2.87 2.95
H -0.82 2.95 4.46
O -4.10 2.00 -2.11
H -3.37 1.90 -1.50
H -4.47 1.13 -2.18
O 3.46 3.80 -0.61
H 2.84 4.40 -0.20
H 2.99 2.97 -0.66
O 0.95 3.92 -3.77
H 0.87 4.46 -2.98
H 1.02 3.02 -3.44
O 1.25 -3.43 1.99
H 0.58 -3.66 1.34
H 1.30 -2.48 1.96
O -3.99 0.55 2.62
H -3.30 0.64 1.97
H -3.59 0.84 3.44
O 2.41 -1.01 -4.24
H 2.65 -1.79 -3.74
H 2.25 -0.34 -3.58
```

Atom-resolved charges from Löwdin, all expressed in e: number 1, S, carries 0.09; number 2, O, carries -0.44; number 3, O, carries -0.48; number 4, O, carries -0.47; number 5, O, carries -0.47; number 6, O, carries -0.07; number 7, H, carries 0.01; number 8, H, carries 0.02; number 9, O, carries -0.06; number 10, H, carries 0.02; number 11, H, carries 0.03; number 12, O, carries -0.06; number 13, H, carries 0.03; number 14, H, carries 0.03; number 15, O, carries -0.06; number 16, H, carries 0.01; number 17, H, carries 0.02; number 18, O, carries -0.06; number 19, H, carries 0.03; number 20, H, carries 0.02; number 21, O, carries -0.06; number 22, H, carries 0.03; number 23, H, carries 0.02; number 24, O, carries -0.07; number 25, H, carries 0.02; number 26, H, carries 0.02; number 27, O, carries -0.06; number 28, H, carries 0.02; number 29, H, carries 0.02; number 30, O, carries -0.06; number 31, H, carries 0.02; number 32, H, carries 0.02; number 33, O, carries -0.07; number 34, H, carries 0.02; number 35, H, carries 0.01; number 36, O, carries -0.06; number 37, H, carries 0.03; number 38, H, carries 0.02; number 39, O, carries -0.07; number 40, H, carries 0.03; number 41, H, carries 0.01